(1)
{"formula": "C3HNO3", "method": "wB97M-V/def2-TZVPD", "symbols": ["C", "C", "C", "H", "N", "O", "O", "O"], "xyz": [[-1.05362, -0.55617, 0.13392], [0.95262, 0.74453, 0.06689], [0.30010, -0.37924, -0.59928], [1.99990, 1.00832, -0.05977], [0.18078, 1.18488, 1.01689], [-1.90700, -1.40095, -0.03266], [-1.12136, 0.48844, 0.99582], [0.64858, -1.08980, -1.52182]], "lowdin_charge": [-0.375, -0.020, -0.275, 0.140, 0.162, 0.169, 0.035, 0.164], "lumo_ev": -2.03, "smiles": "O=C1C=NOC1=O", "e_homo_ev": -10.7, "charge": 0}

***

(2)
{"formula": "C3HNO3", "method": "wB97M-V/def2-TZVPD", "symbols": ["C", "C", "C", "H", "N", "O", "O", "O"], "xyz": [[0.50489, -0.97147, -0.12232], [0.38220, 1.20861, -0.14371], [-0.91168, -0.53937, 0.01378], [0.79345, 2.28178, 0.08764], [-0.86763, 0.98151, -0.03240], [0.86107, -2.05690, -0.04942], [1.31505, 0.07483, 0.18247], [-2.07736, -0.97900, 0.06396]], "lowdin_charge": [-0.476, -0.077, -0.236, 0.175, 0.152, 0.247, 0.077, 0.139], "lumo_ev": -1.66, "smiles": "O=C1N=COC1=O", "e_homo_ev": -10.8, "charge": 0}

***

Most stable pick: (2). Distance to second place: 19.3 kJ/mol.

***

(1)
{"formula": "C4H8FN3", "method": "wB97M-V/def2-TZVPD", "symbols": ["C", "C", "C", "C", "H", "H", "H", "H", "H", "H", "H", "H", "N", "N", "N", "F"], "xyz": [[0.14187, -0.99843, -2.57606], [0.22894, -0.65441, -1.13392], [0.28102, 0.56942, -0.61344], [-0.76310, 0.46127, 1.60267], [0.19216, -0.10832, -3.18323], [-0.80763, -1.50521, -2.77979], [0.94751, -1.68355, -2.86057], [0.27676, 1.43571, -1.25433], [1.08220, 2.66479, 0.80899], [2.11137, 1.42370, 1.14165], [-0.60368, 0.84955, 2.61608], [-2.36872, -0.37249, 2.01332], [0.26934, 0.82900, 0.76769], [1.17185, 1.76722, 1.28705], [-1.76006, -0.22722, 1.20454], [0.22998, -1.72826, -0.33251]], "lowdin_charge": [-0.025, -0.340, -0.058, -0.273, 0.076, 0.092, 0.088, 0.117, 0.086, 0.085, 0.121, 0.037, -0.209, 0.057, 0.080, 0.067], "lumo_ev": 0.90, "smiles": "[H]/N=C/N(N)/C=C(/C)F", "e_homo_ev": -8.4, "charge": 0}

***

(2)
{"formula": "C4H8FN3", "method": "wB97M-V/def2-TZVPD", "symbols": ["C", "C", "C", "C", "H", "H", "H", "H", "H", "H", "H", "H", "N", "N", "N", "F"], "xyz": [[0.99775, 1.54024, 0.18987], [0.68870, -0.89666, 0.15676], [1.98908, -1.10804, 0.03001], [-1.23609, 0.46192, -0.10778], [1.34845, 1.69530, 1.24258], [0.40611, 2.50031, -0.13247], [2.19456, 1.53247, -0.34250], [0.01160, -1.60874, 0.04004], [2.31102, -2.11373, -0.01224], [-1.46085, 1.48574, -0.70774], [-4.04269, -0.53793, 0.70484], [-3.82022, -0.45749, -0.97429], [0.12617, 0.35913, -0.03882], [-2.08728, -0.54155, 0.19503], [-3.43350, -0.06516, -0.10220], [2.90863, -0.08307, -0.20105]], "lowdin_charge": [-0.073, -0.089, -0.076, -0.187, 0.080, 0.098, 0.166, 0.063, 0.096, 0.165, 0.110, 0.053, -0.165, -0.068, -0.101, -0.071], "lumo_ev": 1.00, "smiles": "CN(/C=C\\F)/C=N/N", "e_homo_ev": -8.1, "charge": 0}

***

(3)
{"formula": "C4H8FN3", "method": "wB97M-V/def2-TZVPD", "symbols": ["C", "C", "C", "C", "H", "H", "H", "H", "H", "H", "H", "H", "N", "N", "N", "F"], "xyz": [[-1.64485, -0.74199, 0.13604], [0.76179, -0.61519, 0.53209], [1.93054, 0.20842, 0.09269], [3.01600, -0.19056, -0.55441], [-3.78684, 1.46563, -0.25614], [-2.31686, 1.35879, -1.04994], [-1.56921, -1.82094, 0.28818], [-0.57894, 0.94137, 0.31179], [0.85771, -1.63483, 0.11284], [0.75396, -0.67990, 1.60835], [3.78967, 0.53528, -0.76422], [3.10661, -1.23032, -0.87990], [-2.80639, 1.16198, -0.13270], [-2.82274, -0.25036, 0.04136], [-0.47760, -0.00715, 0.04035], [1.78716, 1.49978, 0.47361]], "lowdin_charge": [-0.266, -0.147, -0.358, 0.083, 0.074, 0.095, 0.118, 0.093, 0.132, 0.121, 0.069, 0.073, -0.053, -0.072, -0.007, 0.046], "lumo_ev": 0.91, "smiles": "C=C(F)CN/C=N\\N", "e_homo_ev": -8.4, "charge": 0}

***

Most stable pick: (1). Distance to second place: 5.5 kJ/mol.

***

(1)
{"formula": "C3H3F", "method": "wB97M-V/def2-TZVPD", "symbols": ["C", "C", "C", "H", "H", "H", "F"], "xyz": [[-0.43103, 0.72456, 0.50241], [0.02339, -0.46888, -0.38586], [0.46053, -1.45780, -0.95801], [0.21350, 0.98407, 1.40505], [-1.50731, 0.88041, 0.64946], [0.98108, -2.33413, -1.11037], [0.25984, 1.67178, -0.10267]], "lowdin_charge": [-0.234, -0.056, 0.097, 0.146, 0.109, 0.001, -0.063], "lumo_ev": 0.96, "smiles": "C#CCF", "e_homo_ev": -10.4, "charge": 0}

***

(2)
{"formula": "C3H3F", "method": "wB97M-V/def2-TZVPD", "symbols": ["C", "C", "C", "F", "H", "H", "H"], "xyz": [[1.12572, -0.60126, -0.07864], [2.21659, -0.09525, 0.04497], [-1.56862, 0.08494, -0.01096], [3.49730, -0.02730, 0.02487], [-1.74680, 0.37140, -1.02903], [-1.24379, 0.78567, 0.66285], [-2.28040, -0.51820, 0.38593]], "lowdin_charge": [0.087, -0.335, 0.197, 0.085, 0.018, -0.028, -0.025], "lumo_ev": [-1.02, -2.30], "e_homo_ev": [-10.2, -9.7], "charge": 0}

***

Most stable pick: (1). Distance to second place: 417.2 kJ/mol.

***

(1)
{"formula": "CH5ClNP", "method": "wB97M-V/def2-TZVPD", "symbols": ["C", "N", "P", "Cl", "H", "H", "H", "H", "H"], "xyz": [[-1.16007, -0.78827, -0.04154], [1.69130, 0.49026, -0.39511], [-0.61277, 0.93854, 0.00523], [-0.19229, 0.91739, 1.95503], [-1.02184, -1.26098, -1.10520], [-2.07840, -0.88780, 0.44888], [-0.43824, -1.24209, 0.49527], [1.95084, 1.36883, -0.03432], [1.86147, 0.46412, -1.32823]], "lowdin_charge": [-0.442, -0.096, 0.504, 0.184, 0.089, 0.005, -0.053, -0.089, -0.101], "lumo_ev": -0.08, "e_homo_ev": -9.0, "charge": 0}

***

(2)
{"formula": "CH5ClNP", "method": "wB97M-V/def2-TZVPD", "symbols": ["C", "N", "P", "Cl", "H", "H", "H", "H", "H"], "xyz": [[-0.38295, -0.96633, 0.69947], [-0.26018, 1.40756, -0.94081], [0.17340, 0.78226, 0.57460], [2.61087, -0.40153, 0.32954], [-0.55814, -1.53942, -0.24728], [-1.36122, -0.75895, 1.05874], [0.24375, -1.42608, 1.46251], [-0.59494, 0.65464, -1.63165], [0.12941, 2.24786, -1.30512]], "lowdin_charge": [-0.414, -0.247, 0.790, -0.309, 0.062, -0.005, 0.013, 0.087, 0.023], "lumo_ev": -0.55, "e_homo_ev": -9.3, "charge": 0}

***

Most stable pick: (2). Distance to second place: 122.3 kJ/mol.